Record 1
Below is a gas-phase ion, C23H26ClN2O (charge +1) in a non-equilibrium geometry, with properties calculated with ωB97M-V/def2-TZVPD.

The geometry in XYZ format:
```
53
Properties=species:S:1:pos:R:3
C -4.86 -1.80 1.37
N -3.57 -1.39 0.80
C -3.55 -1.32 -0.69
C -4.22 0.02 -1.01
C -4.02 0.88 0.25
C -3.15 0.01 1.15
C -1.70 0.10 0.80
C -1.20 -0.55 -0.24
N 0.18 -0.66 -0.45
C 0.73 -0.21 -1.72
C 0.63 1.31 -1.86
C 1.48 2.00 -0.82
C 0.89 2.64 0.26
C 1.68 3.23 1.23
C 3.06 3.20 1.13
C 3.65 2.57 0.04
C 2.86 1.97 -0.93
C 0.93 -1.09 0.62
O 0.40 -1.39 1.67
C 2.40 -1.21 0.43
C 3.23 -0.45 1.25
C 4.61 -0.56 1.14
C 5.15 -1.45 0.23
Cl 6.87 -1.58 0.08
C 4.34 -2.24 -0.57
C 2.96 -2.12 -0.47
C -2.09 -1.38 -1.15
H -5.65 -1.15 1.03
H -5.09 -2.82 1.06
H -4.81 -1.77 2.46
H -2.84 -2.03 1.12
H -4.10 -2.17 -1.11
H -3.77 0.47 -1.89
H -5.28 -0.12 -1.23
H -3.52 1.82 0.02
H -4.97 1.13 0.72
H -3.31 0.19 2.21
H -1.06 0.68 1.45
H 0.19 -0.70 -2.54
H 1.78 -0.51 -1.77
H -0.41 1.63 -1.77
H 0.98 1.58 -2.86
H -0.18 2.69 0.34
H 1.21 3.73 2.07
H 3.67 3.67 1.88
H 4.72 2.55 -0.06
H 3.33 1.49 -1.77
H 2.80 0.23 1.96
H 5.25 0.04 1.77
H 4.77 -2.94 -1.26
H 2.33 -2.75 -1.07
H -2.02 -1.03 -2.18
H -1.72 -2.41 -1.13
```

Properties
SMILES	C[N@H+]1[C@H]2CC[C@@H]1C=C(N(CCc1ccccc1)C(=O)c1ccc(Cl)cc1)C2
energy	-1536.771968	hartree
HOMO energy	-11.2038	eV
charge	+1
HOMO-LUMO gap	8.66	eV

Record 2
Below is a molecular structure, C20H20AsF10N3OsS, with properties calculated with ωB97M-V/def2-TZVPD.

The geometry in XYZ format:
```
56
Properties=species:S:1:pos:R:3
Os -0.26 0.71 0.07
C -0.36 0.97 3.07
N -0.27 -0.04 1.98
C -1.42 -1.01 2.05
C -2.56 -0.51 1.22
N -2.00 -0.04 -0.07
C -2.85 -0.11 -1.19
C -4.23 0.08 -1.13
F -4.82 0.40 0.02
C -5.02 -0.02 -2.26
F -6.32 0.19 -2.16
C -4.45 -0.31 -3.49
F -5.20 -0.40 -4.56
C -3.08 -0.51 -3.58
F -2.52 -0.80 -4.74
C -2.30 -0.39 -2.44
F -0.99 -0.63 -2.54
C 1.03 -0.79 2.08
C 2.17 -0.04 1.42
N 1.65 0.51 0.15
C 2.52 0.75 -0.93
C 1.95 1.25 -2.10
F 0.60 1.49 -2.09
C 2.65 1.53 -3.25
F 2.03 2.01 -4.31
C 4.03 1.33 -3.25
F 4.73 1.60 -4.33
C 4.65 0.87 -2.10
F 5.95 0.69 -2.09
C 3.91 0.59 -0.96
F 4.59 0.18 0.11
H -0.26 0.47 4.03
H -1.32 1.47 3.01
H 0.43 1.70 2.95
H -1.70 -1.19 3.09
H -1.07 -1.95 1.63
H -3.11 0.31 1.69
H -3.27 -1.33 1.07
H 0.89 -1.72 1.54
H 1.24 -1.04 3.13
H 2.96 -0.76 1.26
H 2.58 0.77 2.04
C 1.96 4.30 0.98
As 0.35 4.44 -0.06
C -0.63 6.01 0.44
C 0.84 4.60 -1.91
S -1.08 2.88 0.44
H 2.54 5.21 0.84
H 2.53 3.44 0.64
H 1.69 4.19 2.03
H 0.00 6.88 0.29
H -0.91 5.93 1.49
H -1.52 6.08 -0.18
H 1.29 5.59 -2.03
H -0.05 4.51 -2.53
H 1.57 3.84 -2.16
```

Properties
ΔE to the lowest compared entry with this formula, charge and spin	56.45	kJ/mol
energy	-4661.033261	hartree
HOMO energy (spin up / spin down)	-14.5181 / -14.5186	eV
charge	+2
HOMO-LUMO gap (spin up / spin down)	6.87 / 6.87	eV

Q: What is the energy in the first record?
A: -1536.771968 hartree